#A
{
  "formula": "C5H5NO",
  "method": "the ωB97M-V functional and the def2-TZVPD basis",
  "elements": ["O", "C", "C", "C", "C", "C", "N", "H", "H", "H", "H", "H"],
  "positions_angstrom": [[1.08627, -1.47490, 0.22559], [0.06073, -0.84163, 0.03472], [-1.23660, -1.47646, 0.22932], [-2.27097, -2.06668, 0.40679], [0.10197, 0.55996, -0.48637], [0.89308, 1.62875, 0.19509], [1.41485, 0.96758, -0.97970], [-3.17779, -2.60741, 0.57947], [-0.77142, 0.87148, -1.05503], [1.32717, 1.45017, 1.17682], [0.57943, 2.65379, 0.00709], [2.05994, 0.22970, -0.68499]],
  "mulliken_charge": [-0.540, 0.253, -0.496, 0.330, -0.122, -0.412, -0.605, 0.402, 0.363, 0.246, 0.248, 0.334],
  "gap_ev": 9.924,
  "homo_ev": -10.0
}



#B
{
  "formula": "C5H5NO",
  "method": "the ωB97M-V functional and the def2-TZVPD basis",
  "elements": ["C", "C", "C", "C", "C", "N", "O", "H", "H", "H", "H", "H"],
  "positions_angstrom": [[-0.59926, 0.49662, -1.73135], [-0.98329, 0.41345, -0.28410], [0.41762, 0.43594, 0.33148], [0.72692, -0.17011, 1.53347], [0.03112, -0.51238, -0.76487], [1.07199, -0.75174, 2.43672], [1.32307, -1.28885, 3.44826], [-1.32890, 0.15476, -2.57507], [0.00515, 1.29979, -2.05126], [-1.99280, 0.24284, 0.28041], [1.03442, 1.21343, 0.02582], [0.29396, -1.53373, -0.64951]],
  "mulliken_charge": [-0.466, -0.152, -0.443, 0.111, -0.359, 0.604, -0.715, 0.216, 0.188, 0.270, 0.364, 0.383],
  "gap_ev": 10.134,
  "homo_ev": -9.2
}



Least stable: #B